1.
Here is a molecular structure, C39H41N6O2P2STi in a non-equilibrium geometry from the Open Molecules 2025 dataset. Energies are from ωB97M-V/def2-TZVPD.

Geometry as ORCA input:
```
! wB97M-V def2-TZVPD RIJCOSX def2/J DEFGRID3
* xyz -1 3
Ti -0.3261 -0.5024 -0.4483
S -2.5806 0.7439 -0.9537
P 1.5790 -3.4429 3.6759
P 1.5664 -1.5685 0.9308
O 0.9394 0.1819 -1.5298
O -0.1492 0.8936 0.8271
N -1.0329 -1.4989 -1.9434
N -0.7143 2.4528 2.3750
N -4.5046 -0.8958 -1.7410
N -3.6794 -2.3300 1.6765
N -2.3974 -1.7518 -1.9725
N -1.4972 -1.4823 0.8774
C 0.1281 -4.7388 -1.2959
C -1.0684 -6.2377 2.2088
C -1.1476 -3.8872 3.6628
C 5.5528 -0.9202 0.1445
C 1.2723 1.0240 2.7704
C 2.7749 -1.2853 -4.9230
C 2.2276 -5.9205 4.8028
C 2.0583 -4.1237 -2.5705
C 0.0911 1.4122 1.9302
C -2.5483 -1.8719 1.2078
C 2.6935 -4.8757 3.9983
C 1.5141 -1.7151 -4.5931
C 1.4936 -0.4854 2.7016
C 0.9517 -4.9311 -2.3959
C 4.3682 -7.0019 4.7149
C 3.0521 -6.9705 5.1512
C 4.3308 -1.5370 0.3476
C 0.1004 -5.5506 2.4577
C -0.4209 -1.7448 -3.0921
C -4.4977 -3.2296 0.8892
C 2.7938 0.1431 -2.9861
C 2.3480 -3.1203 -1.6563
C 4.0266 -4.9085 3.5893
C 0.0760 -4.3642 3.1968
C 3.4277 -0.3655 -4.1065
C 0.4204 -3.7350 -0.3960
C 5.6272 0.4563 0.0251
C 4.4622 1.2066 0.0555
C -2.3153 -4.5791 3.4180
C 3.1609 -0.7886 0.4537
C 1.5446 -2.9125 -0.5391
C 0.8717 -1.2875 -3.4128
C 2.2358 -2.9717 2.0153
C -4.3587 -1.6221 2.7421
C -2.2810 -5.7665 2.6965
C 1.5274 -0.3071 -2.5915
C -3.1378 -0.7721 -1.5825
C 4.8493 -5.9650 3.9289
C 3.2399 0.5873 0.2599
H -4.8426 -1.8285 -1.9204
H -5.4144 -2.7230 0.5603
H -0.7387 -5.3733 -1.1512
H 2.3189 1.1552 0.2190
H -0.8222 2.5734 3.3716
H 1.1988 -5.9049 5.1374
H 4.2879 -2.6149 0.4041
H -0.2158 -3.5947 0.4797
H 2.3019 -3.8861 1.4203
H 6.4568 -1.5125 0.0838
H 4.5083 2.2799 -0.0882
H -3.6369 -1.0399 3.3122
H -3.1924 -6.3241 2.5241
H -5.0598 -0.3095 -1.1415
H -0.9925 -2.2722 -3.8576
H -3.2568 -4.1981 3.7935
H 2.1591 1.5471 2.3947
H 0.6203 -0.9662 3.1755
H 5.0145 -7.8233 4.9892
H -1.1705 -2.9633 4.2266
H -1.5606 2.5580 1.8249
H 1.0381 -5.9312 2.0783
H 2.6922 -4.2637 -3.4371
H -5.1251 -0.9425 2.3472
H 3.2427 -2.6092 2.2423
H -4.7756 -4.1014 1.4904
H 0.7226 -5.7031 -3.1184
H 3.2071 -2.4866 -1.8348
H -1.0402 -7.1485 1.6255
H 0.9956 -2.4169 -5.2323
H -4.8401 -2.3460 3.4057
H 4.4327 -4.1047 2.9935
H -3.9356 -3.5556 0.0155
H 1.1217 1.3536 3.8064
H 5.8758 -5.9789 3.5859
H 2.6705 -7.7700 5.7723
H 3.2899 0.8823 -2.3698
H 3.2628 -1.6558 -5.8149
H 2.3648 -0.7226 3.3259
H 6.5854 0.9401 -0.1126
H 4.4332 -0.0458 -4.3464
*
```

Results
Energy relative to the best compared isomer or geometry (same formula, charge and spin), eV: 2.167
E_LUMO (alpha / beta), eV: 2.139 / 2.132
HOMO energy (alpha / beta), eV: -1.542 / -3.405

natural (NBO) population analysis, charges in e, atoms 1 to 2: 1.194, -0.354

2.
Here is a molecular structure, C3HO2Pb in a non-equilibrium geometry from the Open Molecules 2025 dataset. Energies are from ωB97M-V/def2-TZVPD.

Geometry as ORCA input:
```
! wB97M-V def2-TZVPD RIJCOSX def2/J DEFGRID3
* xyz 0 2
Pb 2.6318 0.4452 -0.2901
O -0.5785 0.8557 -0.1189
O -0.1873 -1.3468 -0.3211
C 0.3667 -0.2732 -0.3686
C -2.5715 -0.4566 0.1595
C -1.8331 0.5369 0.1401
H -3.3094 -1.1828 -0.1313
*
```

Results
Energy relative to the best compared isomer or geometry (same formula, charge and spin), eV: 1.364
E_LUMO (alpha / beta), eV: -1.825 / -1.752
HOMO energy (alpha / beta), eV: -7.567 / -9.031

natural (NBO) population analysis, charges in e, atoms 1 to 2: 0.649, -0.586

3.
Here is 8 unconnected molecules or ions with the total composition C25H68O7SSi in a non-equilibrium geometry from the Open Molecules 2025 dataset. Energies are from ωB97M-V/def2-TZVPD.

Geometry as ORCA input:
```
! wB97M-V def2-TZVPD RIJCOSX def2/J DEFGRID3
* xyz 0 1
S 4.5272 -3.3985 1.0176
Si 1.9805 0.6687 -1.1106
O 0.5531 2.5760 -3.8097
O -3.9191 -3.2458 2.6304
O 1.1113 3.6620 2.1509
O -6.4953 2.3773 -1.8636
O 4.8493 -7.6550 -0.9129
O 1.1526 6.1578 -1.6595
O 1.3157 -4.8156 3.5254
C 2.1853 7.0826 -1.9989
C -0.8022 3.0208 -3.8903
C 3.4432 -7.5432 -1.1304
C 2.2166 3.1436 2.8943
C 1.4608 -0.8998 -0.1842
C 2.9426 -2.8325 0.3367
C -1.0271 4.1504 -2.8994
C -1.1109 3.4584 -5.3146
C 2.2457 8.1987 -0.9671
C -0.8735 -4.3142 2.5795
C -4.9768 -3.9604 4.6824
C 3.7709 0.4961 -1.6859
C 3.1711 -6.6792 -2.3532
C 2.5826 -1.4156 0.7382
C 2.2079 3.7167 4.3035
C -0.2592 -3.6086 4.8913
C 2.1699 1.6226 2.9147
C -4.5391 2.6247 -3.2569
C -6.1404 -2.4076 3.0943
C 3.5187 6.3570 -2.1067
C -6.7367 1.8733 -4.2119
C -5.8162 1.8440 -3.0011
C -4.8062 -2.8324 3.6752
C -0.0746 -4.6701 3.8173
C 2.7723 -6.9713 0.1071
H 4.1074 -0.4973 -1.5191
H 5.1874 -6.7716 -0.7472
H -4.0114 -4.2586 5.0917
H -5.6255 -3.6620 5.5055
H 1.6912 -6.8986 -0.0209
H -4.3307 -1.9792 4.1580
H 3.7790 0.6174 -2.7436
H 1.2906 3.4329 4.8254
H 1.9157 7.4977 -2.9701
H 3.0230 1.2080 3.4527
H 3.7806 5.8958 -1.1514
H 2.9601 -2.8588 -0.7229
H -2.0606 4.5006 -2.9278
H -7.0305 2.9000 -4.4438
H -0.7977 3.8217 -1.8862
H 2.1022 -6.6012 -2.5545
H -0.3700 4.9903 -3.1165
H 0.1086 -2.6409 4.5382
H 3.0816 -8.5551 -1.3116
H -6.6098 -3.2430 2.5661
H 1.1030 3.3250 -4.0513
H 3.5703 -5.6721 -2.2039
H 3.1685 -5.9759 0.3147
H 0.3089 -3.8653 5.7847
H -3.8923 2.5987 -2.3804
H -1.4321 2.1704 -3.6271
H -6.2515 1.4465 -5.0898
H 3.4611 5.5589 -2.8462
H -0.4562 4.2815 -5.6111
H 2.2402 4.8049 4.2734
H 1.1635 -1.6519 -0.8779
H 2.1733 1.2293 1.9002
H 1.2849 8.7064 -0.8983
H 1.7388 1.8846 -0.3011
H -0.5386 -3.3596 2.1602
H -4.3149 -3.9999 2.1866
H 2.9767 -7.5919 0.9779
H -1.3096 -3.4999 5.1643
H 3.0592 3.3591 4.8827
H -3.9907 2.2164 -4.1065
H 0.6039 -0.6553 0.3993
H -7.6487 1.3126 -4.0115
H -0.7452 -5.0686 1.8015
H -6.0036 -1.6054 2.3793
H 2.1913 -3.4662 0.7319
H 1.3673 5.7758 -0.8035
H -6.8221 -2.0632 3.8703
H 4.4477 1.2142 -1.2901
H -4.7630 3.6756 -3.4592
H -5.5697 0.8120 -2.7570
H -6.7220 3.2888 -2.0599
H 2.4702 7.7922 0.0219
H 0.3053 3.3849 2.5915
H -1.9299 -4.2316 2.8235
H 3.6611 -7.0957 -3.2325
H 3.0104 8.9333 -1.2207
H -0.9378 2.6393 -6.0123
H 4.3200 7.0385 -2.3928
H 2.1943 -1.4624 1.7272
H 3.1148 3.4728 2.3720
H -0.4007 -5.6389 4.1946
H -2.1463 3.7871 -5.4134
H 1.2533 1.2684 3.3948
H 3.4398 -0.7855 0.7439
H 1.1191 0.7660 -2.2977
H 1.6478 -3.9797 3.1900
H -5.4109 -4.8403 4.2009
H 5.3414 -3.0658 0.0186
*
```

Results
Energy relative to the best compared isomer or geometry (same formula, charge and spin), eV: 0.000
E_LUMO, eV: 0.508
HOMO energy, eV: -9.096
SMILES: C[SiH2]CCCS.CC(C)O.CC(C)O.CC(C)O.CC(C)O.CC(C)O.CC(C)O.CC(C)O

Mulliken population analysis, charges in e, atoms 1 to 2: -0.244, 0.531

4.
Here is 2 unconnected molecules or ions with the total composition CH6S2 in a non-equilibrium geometry from the Open Molecules 2025 dataset. Energies are from ωB97M-V/def2-TZVPD.

Geometry as ORCA input:
```
! wB97M-V def2-TZVPD RIJCOSX def2/J DEFGRID3
* xyz 0 1
S -0.2856 0.2230 -2.1454
S 1.9322 0.7968 1.9870
C -0.8486 -1.1091 -0.7757
H -0.4793 1.1774 -1.2405
H 2.1131 2.0749 1.9514
H -0.5005 -0.9180 0.2518
H -0.5652 -2.0636 -1.2253
H -1.9273 -0.8497 -0.8318
H 0.5612 0.6683 2.0285
*
```

Results
Energy relative to the best compared isomer or geometry (same formula, charge and spin), eV: 0.823
E_LUMO, eV: 0.628
HOMO energy, eV: -9.056
SMILES: CS.S

natural (NBO) population analysis, charges in e, atoms 1 to 2: -0.115, -0.285

5.
Here is a single C16H17ClN2O4S molecule in a non-equilibrium geometry from the Open Molecules 2025 dataset. Energies are from ωB97M-V/def2-TZVPD.

Geometry as ORCA input:
```
! wB97M-V def2-TZVPD RIJCOSX def2/J DEFGRID3
* xyz 0 1
Cl 2.9361 0.4125 1.7230
S -2.0987 -0.0978 2.6018
O 1.6922 0.4325 -3.2732
O 3.6755 0.6031 -1.0609
O -4.7077 -0.2431 -0.1957
O 4.0778 -1.5609 -0.5946
N -4.6397 -0.3191 2.0818
N -4.2248 -0.3594 4.3427
C 2.3052 0.4234 -0.8875
C 1.8126 0.3329 0.4173
C 3.0302 0.4169 -3.7484
C 2.9631 0.4649 -5.2666
C 5.9207 -0.0197 -0.8080
C -2.6061 -0.0905 0.9340
C 1.4038 0.3612 -1.9584
C -6.0648 -0.4602 2.2591
C 0.0453 0.2334 -1.6696
C 0.4696 0.1988 0.6899
C -4.0755 -0.2225 0.8365
C 4.4826 -0.4512 -0.7919
C -3.3626 -0.3189 5.4768
C -1.8674 0.0129 -0.1877
C -0.4433 0.1492 -0.3683
C -3.8096 -0.2793 3.1666
H 3.5789 1.2847 -3.3640
H 2.4550 1.3700 -5.5873
H 2.4123 -0.3932 -5.6413
H -2.4530 -0.0119 -1.1003
H -6.2837 -1.3931 2.7780
H -3.6716 0.5120 6.1122
H -6.5155 -0.4616 1.2678
H 6.5605 -0.8820 -0.9684
H 6.0812 0.7317 -1.5757
H -0.6298 0.1921 -2.5098
H 3.5337 -0.5018 -3.4223
H 0.1451 0.1352 1.7142
H 3.9674 0.4527 -5.6800
H -6.4489 0.3701 2.8512
H 6.1549 0.4209 0.1597
H -2.3067 -0.2017 5.2066
H -3.4943 -1.2433 6.0406
*
```

Results
Energy relative to the best compared isomer or geometry (same formula, charge and spin), eV: 0.205
E_LUMO, eV: -0.315
HOMO energy, eV: -8.378
SMILES: CCOc1cc(/C=C2\S/C(=N\C)N(C)C2=O)cc(Cl)c1OC(C)=O

natural (NBO) population analysis, charges in e, atoms 1 to 2: 0.026, 0.248

6.
Here is 4 unconnected molecules or ions with the total composition C2H12N4O4 in a non-equilibrium geometry from the Open Molecules 2025 dataset. Energies are from ωB97M-V/def2-TZVPD.

Geometry as ORCA input:
```
! wB97M-V def2-TZVPD RIJCOSX def2/J DEFGRID3
* xyz 0 1
O 2.2403 -0.2341 2.0981
O -1.9427 3.3540 2.3629
O 1.8082 -1.2420 -2.6661
O -0.1903 -1.0618 1.1862
N -1.7710 1.6538 0.8832
N 0.2044 -1.7285 -4.0585
N -0.4421 -1.2395 -2.1013
N -0.2539 1.9701 2.4313
C 0.6070 -1.3644 -2.9173
C -1.3286 2.4532 1.9077
H -0.7001 -1.7983 -4.5023
H 0.0575 -1.9847 1.1309
H -1.5087 0.6813 0.9586
H 0.9504 -1.8410 -4.7300
H 0.1449 2.4303 3.2372
H 2.8683 0.4863 2.0454
H 0.5871 -0.6251 1.5342
H -1.3666 -1.4803 -2.4291
H -0.3449 -0.8792 -1.1628
H 0.3112 1.4402 1.7833
H -2.5675 1.8639 0.2987
H 2.6372 -0.8542 2.7097
*
```

Results
Energy relative to the best compared isomer or geometry (same formula, charge and spin), eV: 1.169
E_LUMO, eV: 0.143
HOMO energy, eV: -9.368
SMILES: NC(N)=O.NC(N)=O.O.O

natural (NBO) population analysis, charges in e, atoms 1 to 2: -0.957, -0.646